Record 1
32
Properties=species:S:1:pos:R:3:mulliken_charge:R:1 method="wB97M-V/def2-TZVPD" orbital_gap_ev=8.2 de_lowest_kj_mol=514.4
H -1.658 -0.647 -3.529 0.163
Cl -1.675 1.039 -0.940 -0.187
Cl -2.164 -5.047 -1.217 -0.209
C 1.751 2.224 0.446 0.553
C -1.952 -0.730 1.559 0.139
C -1.714 -0.704 -1.119 1.112
H -1.163 0.677 2.761 0.337
H -0.226 2.575 2.993 0.308
C -1.901 -1.361 0.175 -0.326
O 2.768 -0.864 -0.772 -0.654
C -1.987 -2.857 -0.134 -0.771
C -1.845 -3.443 -1.154 0.593
O -3.042 -0.963 2.304 -0.688
H -1.167 2.715 1.360 0.447
C -1.829 -2.576 -2.466 -0.357
H -1.998 -3.410 0.789 0.360
H 3.356 1.587 -1.893 0.323
C 0.829 -0.521 0.455 -0.143
H -1.812 -3.228 -3.395 0.290
N -1.075 0.225 1.676 0.094
C 0.135 0.288 1.013 -0.302
H 3.989 2.720 -0.674 0.329
H 4.680 0.901 -0.570 0.232
O 2.142 3.388 0.543 -0.638
H 0.664 -1.602 0.435 0.544
C 1.900 -0.033 -0.273 0.303
C 3.616 1.584 -0.805 -0.891
C -1.588 -1.290 -2.232 -0.372
H 0.212 3.810 1.524 0.229
N 2.464 1.243 0.094 0.071
C -0.206 2.677 1.897 -1.054
N 0.494 1.622 1.147 0.164



Record 2
50
Properties=species:S:1:pos:R:3:mulliken_charge:R:1 method="wB97M-V/def2-TZVPD" orbital_gap_ev=5.7 charge=-1
H -4.071 1.460 1.774 0.260
H -0.510 -2.917 3.900 0.423
Co 0.739 -1.704 -4.172 -0.034
H 2.584 3.532 2.471 0.293
C 1.072 -2.085 -5.871 0.333
C -0.320 -1.660 -0.367 -0.342
H -3.252 2.875 2.519 0.385
O -0.243 0.760 -6.150 -0.436
C -2.158 0.832 -3.066 -0.052
H -1.517 -2.566 -3.205 0.508
H -0.987 -4.149 1.196 0.350
C 2.155 -0.772 -3.680 0.080
C 0.213 1.113 1.837 0.321
C -0.667 3.378 1.605 -0.649
C 1.445 1.686 2.198 0.277
C -0.547 -1.195 1.178 0.679
C 0.576 3.925 1.900 -0.822
C 0.243 -0.915 3.278 -0.239
C -0.872 1.983 1.655 0.590
Co -0.681 -0.052 -3.183 0.119
C 3.775 1.197 2.635 -0.957
C -3.271 2.190 1.669 -1.010
O 1.242 1.599 -1.901 -0.402
O 1.995 -4.333 -3.575 -0.406
H -3.394 2.815 0.780 0.334
H 0.727 -0.409 4.122 0.356
O -3.126 1.466 -2.853 -0.456
H -0.052 -2.789 -0.315 -0.025
C -0.799 -1.791 -2.965 -0.205
O 3.190 -0.240 -3.478 -0.415
C -1.751 -3.408 1.516 -1.075
O 1.324 -2.344 -6.974 -0.429
C 1.477 -3.307 -3.770 0.381
H 4.332 0.280 2.839 0.249
N 0.009 -0.270 2.085 0.996
C 0.501 0.949 -2.498 0.013
N -1.053 -2.225 2.018 0.248
H -2.408 -3.243 0.633 0.291
H -1.483 -0.778 0.617 -0.026
H -2.375 -3.765 2.363 0.378
H 4.115 1.661 1.701 0.364
C -0.484 -2.092 3.224 -1.029
C -0.555 -1.172 -1.673 -0.122
C 1.620 3.088 2.244 -0.693
C -0.246 0.238 -5.107 0.072
O -2.084 1.373 1.622 -0.247
H -1.473 4.071 1.379 0.381
H 3.919 1.933 3.432 0.334
H 0.736 4.991 1.849 0.387
O 2.388 0.787 2.563 -0.333



Record 3
56
Properties=species:S:1:pos:R:3:mulliken_charge:R:1 method="wB97M-V/def2-TZVPD" orbital_gap_ev="7.4 / 6.7" de_lowest_kj_mol=0.0
C -0.240 -4.524 -1.094 -0.213
H -3.128 -1.929 1.351 0.374
C -4.070 -0.436 2.572 -0.684
C -3.251 1.560 -2.438 1.042
C -1.538 -0.042 3.697 0.148
C 3.039 -3.081 0.416 0.517
C -0.898 -4.807 0.080 -1.069
H -4.747 2.695 -2.775 0.305
O 0.772 -0.638 -1.622 -0.700
H 3.617 -4.577 1.601 0.268
O -0.471 1.299 1.284 -0.701
N 3.155 -2.594 -0.854 -0.474
H -0.218 -1.716 5.717 0.339
H 0.851 -1.802 3.417 0.382
H -2.330 0.465 -4.061 0.567
H -3.758 2.713 -0.664 0.466
H 0.970 -0.619 6.463 0.419
O -4.192 2.074 -3.260 -0.532
H -1.513 -3.382 1.669 0.593
H 2.153 -0.849 4.072 0.472
N -0.523 -2.591 -0.014 0.488
H 4.404 -4.554 0.105 0.256
H -2.482 1.507 4.841 0.412
O -0.064 -1.228 -3.615 -0.681
C -3.140 1.938 -1.101 -0.675
C 0.018 -0.672 5.931 -1.222
N -1.368 0.406 -0.862 0.579
H 0.459 -2.652 -1.795 0.136
C -1.631 1.821 1.006 0.386
N 1.557 -0.340 2.104 0.354
O -2.236 2.656 1.641 -0.679
C -2.151 1.341 -0.346 -0.012
Ti 0.264 -0.389 0.371 0.452
C -1.745 -1.011 2.717 1.142
H -5.047 -0.575 2.127 0.421
C -0.147 -0.641 -2.555 0.010
C -3.886 0.508 3.569 -0.627
H 2.252 0.397 2.113 0.126
C -1.379 0.142 -2.160 0.352
N 2.504 -2.439 1.411 -0.483
C -2.626 0.718 4.112 -0.531
N 3.568 -4.334 0.624 -0.486
H -4.719 1.114 3.900 0.370
H -0.896 -1.624 2.422 -0.244
C 1.763 -1.339 1.078 -0.041
C -2.992 -1.198 2.137 -0.716
N -0.037 -3.201 -1.105 0.099
C 1.241 -0.783 3.470 -1.035
H 2.617 -1.761 -1.061 0.113
H -0.753 -0.266 6.586 0.378
H 3.255 -3.258 -1.603 0.284
C -1.049 -3.571 0.718 -0.293
C -2.326 0.679 -3.002 -0.776
H 0.084 -5.155 -1.903 0.475
I -1.523 -6.643 0.760 0.104
P 0.112 0.358 4.401 0.048



Record 4
10
Properties=species:S:1:pos:R:3:mulliken_charge:R:1 method="wB97M-V/def2-TZVPD" orbital_gap_ev="7.0 / 7.0" charge=+1 de_lowest_kj_mol=265.4
N -0.780 2.527 -1.026 -0.254
H -1.915 -0.110 0.268 0.278
C 0.044 -0.418 0.396 0.458
N 1.115 -1.258 0.528 0.503
C -0.116 1.690 -0.581 -0.351
H 1.577 0.696 -0.746 0.489
C 0.661 0.596 -0.318 0.150
H -1.464 -1.719 0.705 0.284
N 2.112 -1.262 0.077 -0.144
N -1.236 -0.743 0.698 -0.413



Record 5
14
Properties=species:S:1:pos:R:3:mulliken_charge:R:1 method="wB97M-V/def2-TZVPD" orbital_gap_ev="7.1 / 10.6" multiplicity=3 de_lowest_kj_mol=0.0
C 1.115 1.007 -1.236 -0.381
H -1.274 -0.740 -0.062 0.265
H -0.196 -2.131 -0.138 0.177
H -0.470 -0.511 2.444 0.292
H 2.079 1.413 -1.018 0.355
C -0.332 -1.094 0.331 -0.393
B 0.873 -0.087 -0.174 0.032
H -1.049 1.768 -1.364 0.292
H 1.405 0.461 -2.196 0.278
H -1.676 -1.615 1.844 0.307
C 0.003 2.114 -1.461 -0.754
H 0.132 2.991 -0.817 0.297
H -0.032 -2.182 2.105 0.314
C -0.578 -1.393 1.740 -1.082



Record 6
27
Properties=species:S:1:pos:R:3:mulliken_charge:R:1 method="wB97M-V/def2-TZVPD" orbital_gap_ev=12.1 charge=+1 de_lowest_kj_mol=43.3
H 1.318 -1.655 0.374 0.295
C 1.607 -0.939 1.136 -1.590
N -1.822 0.461 -0.005 0.196
H -0.228 0.883 -1.285 0.561
C -1.302 -1.507 -1.402 -0.357
H -1.589 -2.541 -1.523 0.386
C -1.649 -1.007 -0.021 -0.607
H -0.959 2.256 -0.537 0.377
C 2.259 0.476 -0.826 -1.665
H -2.528 0.697 -0.706 0.399
H 2.470 0.964 1.196 0.413
C 0.449 1.336 0.762 -1.014
O -2.377 0.899 1.205 -0.400
H 1.623 -0.112 -1.479 0.360
H 0.840 -0.950 1.903 0.404
F -1.972 -0.719 -2.320 -0.315
H 2.525 -1.220 1.625 0.422
H -2.601 -1.433 0.273 0.533
C -0.591 1.263 -0.341 -0.828
H 0.752 2.368 0.831 0.419
H -0.240 -1.392 -1.580 0.173
H 3.227 0.001 -0.862 0.424
H -0.929 -1.334 0.710 0.315
H 2.369 1.465 -1.257 0.363
C 1.715 0.489 0.585 0.944
H 0.023 1.110 1.727 0.397
H -2.389 0.142 1.818 0.394



Record 7
11
Properties=species:S:1:pos:R:3:mulliken_charge:R:1 method="wB97M-V/def2-TZVPD" orbital_gap_ev=11.1 de_lowest_kj_mol=38.9
O 3.015 -0.403 0.137 -0.435
C -1.266 0.699 -0.304 -0.902
H -0.775 1.596 0.085 0.249
N 0.409 -0.748 0.703 -0.464
H -0.994 0.582 -1.362 0.243
C 2.218 -0.052 -0.641 0.824
H 0.595 -1.460 1.410 0.204
H -1.592 -0.964 1.139 0.368
O 1.551 0.352 -1.513 -0.426
H -2.345 0.856 -0.210 0.306
C -0.816 -0.457 0.556 0.033



Record 8
15
Properties=species:S:1:pos:R:3:mulliken_charge:R:1 method="wB97M-V/def2-TZVPD" orbital_gap_ev=10.6 de_lowest_kj_mol=88.7
H 2.850 1.272 0.574 0.226
H 0.602 -1.226 -0.248 0.138
H -1.948 -2.140 0.649 0.328
H 0.023 -0.600 1.263 0.409
H -1.163 1.263 -0.268 0.402
C 0.909 1.478 0.060 0.410
O 0.854 2.530 0.643 -0.588
H -2.402 -0.573 -0.029 0.300
H -0.280 0.594 -1.639 0.271
C -0.316 0.740 -0.498 -0.432
H 2.293 -0.243 0.180 0.199
C -1.602 -1.353 -0.057 -1.203
C -0.238 -0.650 0.215 -0.388
N 2.077 0.770 0.155 -0.400
H -1.661 -1.859 -1.000 0.329



Record 9
23
Properties=species:S:1:pos:R:3:mulliken_charge:R:1 method="wB97M-V/def2-TZVPD" orbital_gap_ev="2.4 / 10.1" charge=-1 multiplicity=2 de_lowest_kj_mol=189.9
H -3.933 1.389 -0.819 0.307
H 3.613 -0.499 3.049 0.692
H 2.405 -2.420 1.254 0.488
O 1.522 -2.839 1.181 -1.189
H 1.586 -3.288 2.040 0.373
H -0.728 -0.540 0.227 0.383
H -2.681 2.442 2.255 0.301
H -3.242 0.351 -2.177 0.273
O 2.956 -1.038 2.565 -1.106
H 2.355 -0.363 2.185 0.141
H 1.975 0.708 -2.533 0.348
H 0.361 1.456 -0.613 0.239
H -0.231 1.261 -2.266 0.260
H -1.228 -0.998 -1.368 0.462
C 0.148 0.703 -1.385 -0.372
H 1.999 -0.165 -0.811 0.602
O -2.010 1.777 2.205 -0.815
C 1.495 0.042 -1.751 -1.576
N -2.107 0.742 -0.409 -0.294
C -3.114 0.789 -1.170 -0.537
H 1.297 -0.821 -2.369 0.281
C -0.968 -0.120 -0.766 -0.738
H -1.471 1.429 1.477 0.478



Record 10
81
Properties=species:S:1:pos:R:3:mulliken_charge:R:1 method="wB97M-V/def2-TZVPD" orbital_gap_ev=9.9 charge=+1
H -1.653 -3.668 2.084 0.407
H 3.106 0.333 -4.196 0.503
H -1.968 3.660 2.186 0.488
C -1.173 -4.397 5.108 0.884
H 4.088 1.723 0.366 0.331
H 0.639 -3.236 1.973 0.363
C -1.126 -5.397 6.238 -1.209
H -1.393 -3.104 0.460 0.366
C 2.557 3.052 -0.999 -0.130
H -3.257 -1.753 -3.170 0.434
H 3.021 -1.359 -4.562 0.447
H -1.385 -6.375 5.838 0.332
F -1.613 -2.697 -2.594 -0.289
H 2.315 3.836 -2.980 0.646
N 4.518 1.586 -0.546 -0.578
H 3.839 -1.285 -2.397 0.603
H -2.561 2.325 0.142 0.366
H 1.504 2.016 -4.241 0.648
O -0.708 0.529 0.003 -0.460
C 0.221 0.536 -3.607 1.279
H -2.302 -0.592 -1.393 0.438
H -2.846 -3.421 6.950 0.362
H 2.996 3.898 -0.463 0.514
H -1.842 -1.531 -4.232 0.243
H -0.297 0.109 1.925 0.821
N -0.862 0.931 -4.567 -0.542
H -0.427 1.618 -5.179 0.434
H -0.009 2.925 0.518 0.058
C -0.414 -0.035 -2.310 -1.506
H 0.939 0.838 -1.054 0.105
H 0.114 -0.958 -2.075 0.578
H 1.041 -0.281 -5.399 0.507
H -0.479 -3.284 7.908 0.276
C 3.767 2.274 -1.529 0.280
H -1.456 2.275 -2.028 0.509
H -0.749 4.236 -2.981 0.470
H 1.318 4.615 -1.797 0.311
C -2.348 4.160 1.299 -1.341
C -1.362 -2.801 1.504 -1.189
H 4.425 0.588 -0.730 0.286
C -0.617 3.221 -0.335 -0.748
H -1.062 0.158 -5.197 0.383
N 1.087 1.685 -3.380 0.150
C 0.042 -2.332 1.912 -0.887
C 0.612 -1.439 0.793 -0.239
C -1.886 -0.370 -2.373 -1.210
H -2.591 3.819 -0.775 0.397
H -0.113 -5.433 6.636 0.295
H -0.356 -1.650 7.283 0.295
C 2.792 -1.018 -2.497 -0.324
N -0.077 0.903 -1.186 1.705
H 0.259 -1.852 -0.149 0.111
H -0.334 4.242 -0.568 0.712
O -0.842 -4.696 3.991 -0.523
C -0.486 2.298 -1.545 -0.856
H -3.421 4.234 1.436 0.587
H 2.507 -0.200 -1.829 -0.717
H 1.704 -1.499 0.815 0.379
H -1.525 -2.018 8.563 0.373
C -1.058 -2.397 7.654 -0.981
O -1.517 -3.120 5.369 -0.383
C -2.103 3.310 0.062 -0.662
H -1.825 -5.191 7.045 0.362
O -0.213 3.633 -3.518 -0.632
H 1.102 0.686 1.085 0.095
C 1.102 -0.544 -4.342 -0.479
O 4.086 2.281 -2.657 -0.446
H 2.139 -1.856 -2.271 0.262
H 2.012 2.492 -0.241 -0.173
C 1.690 3.645 -2.111 -2.127
C -2.109 -2.696 6.604 -0.427
C -2.179 -1.606 -3.206 -0.530
H 0.035 -1.835 2.879 0.384
C 2.565 -0.574 -3.953 -0.766
H -2.101 -2.017 1.688 0.198
C 0.521 2.774 -2.628 0.538
H -2.497 0.439 -2.763 0.263
F 0.561 -1.800 -4.206 -0.359
I -1.654 6.177 1.101 0.054
H -2.657 -1.785 6.367 0.336
C 0.227 0.039 0.975 -0.457



Record 11
172
Properties=species:S:1:pos:R:3:mulliken_charge:R:1 method="wB97M-V/def2-TZVPD" orbital_gap_ev=9.1 de_lowest_kj_mol=312.1
H 6.226 4.050 3.897 0.272
H 0.145 -2.371 7.386 0.423
N 0.545 -4.958 1.979 -0.741
C 2.278 -5.085 3.760 -0.767
H -5.490 3.016 -4.095 0.271
N 5.365 4.258 3.400 -0.726
H 0.335 -7.147 4.431 0.309
H -3.733 -4.208 3.341 0.023
H 2.476 1.265 4.464 0.049
H 3.241 0.284 -2.869 0.094
H 2.536 -4.023 3.676 0.225
H -3.845 0.511 1.210 0.011
H -3.382 7.460 -0.821 0.375
C 3.492 -6.079 -2.825 -0.668
C 0.509 -6.844 3.392 -1.569
H 4.251 -3.672 -2.013 0.376
H 0.997 -0.049 0.703 0.106
H 4.599 -0.469 1.387 0.225
O 0.609 1.550 2.784 -0.315
O -4.483 1.193 -4.547 -0.210
H -3.504 -3.140 0.904 0.396
H 2.428 -1.352 -0.705 0.563
H 5.239 2.405 -3.845 0.322
H -2.936 5.027 -1.899 0.488
H 0.139 5.471 -0.037 0.232
H 2.876 -8.503 -2.277 0.307
C -3.619 -0.887 -5.294 0.575
H -1.539 2.184 -4.534 0.622
H -3.178 6.801 0.774 0.454
H -1.600 -2.254 3.900 0.004
H 4.786 0.368 -2.129 0.009
H -1.908 -3.473 1.771 -0.199
H -2.233 -4.569 5.874 0.130
O -6.246 -0.936 0.751 -0.484
H 7.598 3.785 1.816 0.342
H -2.905 4.410 -0.086 0.599
H 6.692 3.827 0.325 0.330
C -2.546 9.263 1.218 -0.814
C -4.308 0.384 0.229 -0.266
C 3.608 -3.516 -2.894 -0.773
C 2.164 -5.300 6.150 -0.317
H -6.217 1.173 0.753 0.311
N -1.567 6.839 -4.041 -0.617
H 4.621 3.899 3.994 0.236
C -2.806 -3.875 1.302 -0.500
C -1.475 6.169 -5.362 0.508
H -7.179 -1.076 0.564 0.281
C 5.436 0.123 0.985 -0.799
H -3.091 1.069 -6.060 0.254
H 1.011 -2.464 -1.064 0.382
H 1.738 -0.412 4.508 0.112
C -0.932 -0.932 0.270 0.168
H -4.518 -1.375 -4.897 0.191
H 4.428 -4.935 -4.388 0.321
H -3.879 -1.613 -7.112 0.275
H -5.800 2.485 -5.679 0.377
C -2.165 -2.154 4.837 0.131
C -1.560 -2.652 6.149 -0.131
H 2.080 -1.755 1.558 0.219
H -2.578 2.448 -3.147 0.046
C 1.351 -1.455 -0.823 -1.632
H 2.829 -5.635 2.995 0.425
H 0.483 2.489 2.646 0.192
H -0.233 6.856 0.604 0.310
C -1.716 2.849 -3.679 -1.058
H 0.878 -1.237 2.504 -0.437
H 5.052 0.767 -4.622 0.335
C 0.813 -5.308 3.395 1.701
H -3.560 0.751 4.221 0.348
C -2.628 7.280 -0.043 -1.067
H 2.291 -6.115 6.857 0.307
H -1.746 -0.319 -4.588 0.267
H 2.670 -3.192 -2.448 -0.288
C -2.455 4.943 -0.923 -1.309
H 6.356 -0.139 1.510 0.386
H 4.461 3.999 1.583 0.273
C -3.089 -0.189 3.946 -0.337
O 3.595 1.919 -1.693 -0.360
H -4.763 0.422 -6.417 0.425
H 2.296 -5.474 -5.160 0.289
H 1.559 0.765 5.871 0.410
H -2.508 -4.530 0.483 0.390
H -0.662 7.257 -3.879 0.286
N -1.469 -4.113 6.366 -0.462
H -1.271 6.599 -1.556 -0.050
H 4.492 1.740 2.802 -0.113
H 0.719 6.764 -5.670 0.412
C -3.501 -4.705 2.391 -0.154
H -6.093 0.349 -0.855 0.325
H -0.475 0.604 4.318 -0.259
C 1.653 0.631 4.792 -0.820
H -2.688 -0.556 -3.224 0.152
C 4.062 0.984 -2.677 0.387
H 6.233 1.752 2.677 0.285
H 0.618 -3.933 2.001 0.053
H 6.682 5.169 1.401 0.419
H -2.293 -0.050 3.204 -0.350
N 1.070 -1.763 1.659 0.374
O -2.113 4.102 -4.161 -0.204
H 3.728 1.895 -4.547 0.277
O -2.704 -5.816 2.781 -0.493
H -0.098 -1.007 6.279 0.265
H 4.581 -8.426 -2.408 0.293
O -1.933 8.464 0.252 -0.314
C -5.032 2.435 -4.899 -0.829
H -1.416 -0.604 1.193 -0.450
C -1.698 6.225 -0.621 1.014
C 3.611 -4.803 -3.679 0.371
C 5.355 3.623 2.086 0.608
H 0.084 -4.764 4.006 -0.482
H -1.681 4.199 -1.171 0.022
H -3.571 9.577 0.994 0.312
H -4.194 3.073 -5.207 0.207
H -4.022 1.237 -0.388 0.131
H -4.514 -4.966 2.052 0.291
H -0.473 -6.961 2.938 0.475
H 2.609 -4.328 6.390 0.248
H 1.088 -5.116 6.035 -0.038
H 3.695 -9.175 -3.764 0.264
H -0.451 -5.097 1.841 0.260
O 2.671 -5.791 4.919 -0.400
H -0.260 6.309 -7.096 0.421
O 3.553 -7.170 -3.745 -0.312
H 5.450 -0.332 -0.010 0.214
H 1.573 -4.555 -4.068 0.206
C 0.608 -1.042 0.439 0.334
H -2.816 -6.018 3.710 0.312
C -0.286 6.764 -6.099 -1.701
H -3.878 -0.509 -0.224 0.132
H -1.296 -1.925 0.010 0.096
H 2.524 -6.114 -2.316 0.335
O 5.209 1.500 0.912 -0.206
O -2.388 -0.775 5.046 -0.490
H 1.317 -7.399 2.929 0.318
H -1.868 2.046 -0.635 -0.499
C -3.960 0.526 -5.671 -0.563
H -3.128 -2.674 4.727 0.316
C 3.671 -8.382 -3.021 -0.751
C 5.321 2.122 2.189 -0.319
H -1.725 6.131 -3.334 0.179
H 4.002 -2.665 -3.448 0.405
H -2.129 -1.964 -3.971 0.407
H -1.616 -4.305 7.348 0.290
H -0.096 1.671 -0.779 0.449
C -1.297 4.657 -5.173 -0.834
H -2.581 8.852 2.235 0.332
N -3.088 -1.634 -6.469 -0.729
H -2.341 6.443 -5.968 0.194
H -1.484 4.150 -6.131 0.445
C 4.602 1.535 -3.996 -1.240
C 6.636 4.076 1.386 -1.489
H -1.949 10.171 1.325 0.269
C -2.539 -0.985 -4.223 -1.327
N 2.444 -4.651 -4.580 -0.713
O -1.300 -0.023 -0.761 0.395
H 0.571 -2.489 5.645 -0.041
H -0.411 7.830 -6.319 0.428
H 1.023 -0.731 -1.570 0.146
C -5.842 0.298 0.210 -0.565
C -1.070 1.332 -0.428 -0.391
H -1.050 1.536 0.655 0.167
H -3.870 -0.739 3.409 0.428
H -2.950 -2.605 -6.218 0.279
C 0.389 1.256 4.176 0.131
H 4.316 -6.135 -2.107 0.390
H -2.199 -2.320 6.973 0.405
H -0.833 2.825 -3.031 0.438
H 0.091 2.224 4.588 0.617
H -0.251 4.373 -4.997 0.371
C -0.140 -2.093 6.371 -1.107
N -0.655 5.955 0.376 -0.784
H 4.234 1.856 -0.977 0.283